Entry 1:
{"formula": "C39H36O4S2Se2W", "method": "the ωB97M-V functional and the def2-TZVPD basis", "charge": 2, "spin_multiplicity": 3, "e_homo_ev": [-12.977, -13.424], "species": ["W", "Se", "Se", "S", "S", "O", "O", "O", "O", "C", "C", "C", "C", "C", "C", "C", "C", "C", "C", "C", "C", "C", "C", "C", "C", "C", "C", "C", "C", "C", "C", "C", "C", "C", "C", "C", "C", "C", "C", "C", "C", "C", "C", "C", "C", "C", "C", "C", "H", "H", "H", "H", "H", "H", "H", "H", "H", "H", "H", "H", "H", "H", "H", "H", "H", "H", "H", "H", "H", "H", "H", "H", "H", "H", "H", "H", "H", "H", "H", "H", "H", "H", "H", "H"], "xyz": [[-0.750, 0.919, -1.515], [-2.465, 2.501, -2.115], [0.618, 1.228, -3.550], [0.390, -1.387, -1.022], [0.420, 2.505, 0.639], [-4.274, 0.510, -5.699], [-1.904, -0.537, -2.489], [-0.496, -2.459, -1.564], [0.946, 1.581, -0.528], [0.785, -1.608, 4.893], [-1.173, 1.700, 0.830], [1.452, 2.232, 2.028], [4.502, -1.981, -2.821], [-4.224, -2.064, 0.864], [0.534, -1.470, 0.725], [-3.769, 0.683, 1.010], [4.308, -1.015, -1.830], [-0.989, 0.182, 3.693], [2.017, -1.645, -1.642], [3.010, 1.057, 3.393], [1.435, 3.293, 2.931], [-2.155, 0.781, -4.603], [-0.279, -0.628, 1.439], [-5.309, -1.173, 0.982], [-2.888, 0.608, -5.956], [0.682, -1.582, 3.482], [-3.527, 2.079, 1.129], [-2.937, -1.599, 0.823], [-0.215, -0.672, 2.866], [-2.602, -0.414, -3.766], [-2.614, 2.140, -4.050], [2.975, 2.083, 4.342], [-2.677, -0.213, 0.876], [0.038, -0.763, 5.661], [2.169, -2.601, -2.635], [-5.083, 0.173, 1.059], [1.419, -2.391, 1.328], [3.781, 1.975, 5.603], [-1.319, 0.296, 0.846], [-2.269, 2.583, 1.022], [-0.858, 0.140, 5.051], [3.073, -0.837, -1.236], [3.419, -2.765, -3.210], [-0.666, 0.732, -4.949], [1.482, -2.441, 2.686], [5.856, -2.181, -3.436], [2.183, 3.201, 4.092], [2.247, 1.112, 2.245], [-2.092, 3.651, 1.032], [-4.410, -3.128, 0.810], [6.433, -1.257, -3.433], [5.138, -0.392, -1.523], [-3.663, -0.349, -3.541], [-2.512, -0.293, -6.453], [-2.401, -1.334, -4.315], [5.778, -2.541, -4.460], [2.275, 0.305, 1.529], [3.644, 0.196, 3.565], [-2.077, 2.947, -4.551], [3.890, 2.941, 6.091], [2.027, -3.037, 0.709], [-1.697, 0.874, 3.256], [0.121, -0.792, 6.739], [-4.757, 0.451, -6.530], [-3.678, 2.259, -4.244], [3.554, -3.517, -3.977], [0.854, 4.185, 2.725], [1.331, -3.214, -2.935], [-0.462, 1.444, -5.749], [-2.654, 1.470, -6.589], [-1.584, -1.468, -2.300], [6.419, -2.924, -2.867], [-6.319, -1.558, 1.020], [-4.368, 2.744, 1.278], [-0.394, -0.259, -5.314], [2.150, -3.140, 3.174], [4.772, 1.570, 5.403], [-2.117, -2.300, 0.735], [1.468, -2.312, 5.351], [-5.908, 0.867, 1.160], [-1.456, 0.797, 5.669], [3.285, 1.299, 6.302], [2.938, -0.071, -0.486], [2.171, 4.019, 4.800]], "lowdin_charge": [0.974, 0.827, 0.774, 0.941, 1.153, -0.037, -0.307, -0.409, -0.668, -0.009, -0.465, -0.383, -0.237, -0.021, -0.317, -0.148, -0.005, 0.009, -0.394, -0.003, -0.062, -0.562, -0.155, -0.028, -0.208, -0.145, -0.014, 0.003, -0.100, -0.116, -0.440, -0.231, -0.121, -0.037, -0.044, 0.002, -0.029, -0.021, -0.248, -0.148, -0.031, -0.066, -0.004, -0.466, 0.017, -0.028, -0.006, -0.054, 0.125, 0.123, 0.087, 0.128, 0.145, 0.140, 0.155, 0.088, 0.090, 0.132, 0.087, 0.088, 0.130, 0.116, 0.119, 0.116, 0.072, 0.128, 0.119, 0.117, 0.077, 0.143, 0.060, 0.099, 0.122, 0.139, 0.083, 0.133, 0.093, 0.120, 0.126, 0.128, 0.119, 0.094, 0.095, 0.128]}

Entry 2:
{"formula": "C4H7FS", "method": "the ωB97M-V functional and the def2-TZVPD basis", "spin_multiplicity": 1, "e_homo_ev": -8.944, "species": ["S", "F", "C", "C", "C", "C", "H", "H", "H", "H", "H", "H", "H"], "xyz": [[2.412, -2.177, 0.706], [-0.510, -1.986, 0.734], [0.133, -0.921, 0.042], [1.515, -0.891, 0.387], [-0.645, 0.331, 0.486], [-0.664, 1.329, -0.702], [-1.201, 0.894, -1.551], [-0.406, 0.744, 1.452], [-0.127, -1.197, -1.004], [-1.071, 2.231, -0.210], [1.959, 0.099, 0.023], [0.333, 1.530, -1.038], [-1.728, 0.014, 0.675]], "lowdin_charge": [0.761, -0.088, -0.451, -0.644, -0.204, -0.097, 0.081, 0.106, 0.168, 0.083, 0.098, 0.052, 0.135]}

Entry 3:
{"formula": "C2H7N3OS", "method": "the ωB97M-V functional and the def2-TZVPD basis", "spin_multiplicity": 1, "e_homo_ev": -9.071, "species": ["S", "O", "N", "N", "N", "C", "C", "H", "H", "H", "H", "H", "H", "H"], "xyz": [[-1.375, 0.191, 0.470], [1.893, -0.166, -1.748], [0.768, 0.586, -1.317], [0.956, -1.077, 0.234], [0.593, -1.861, 1.383], [-1.529, 2.047, 0.524], [0.233, -0.145, -0.183], [-0.961, 2.533, 1.382], [1.608, -1.958, 1.797], [-0.055, 0.536, -1.928], [0.026, -1.356, 1.996], [1.705, -1.084, -1.325], [-1.233, 2.586, -0.377], [-2.681, 2.054, 0.781]], "lowdin_charge": [0.889, -0.108, -0.065, -0.097, 0.001, -0.380, -0.701, 0.053, 0.132, 0.108, -0.009, 0.094, 0.025, 0.059]}

Entry 4:
{"formula": "C22H31N4O6W", "method": "the ωB97M-V functional and the def2-TZVPD basis", "charge": 3, "spin_multiplicity": 1, "e_homo_ev": [-16.849, -16.849], "species": ["W", "O", "O", "O", "O", "O", "O", "N", "N", "N", "N", "C", "C", "C", "C", "C", "C", "C", "C", "C", "C", "C", "C", "C", "C", "C", "C", "C", "C", "C", "C", "C", "C", "H", "H", "H", "H", "H", "H", "H", "H", "H", "H", "H", "H", "H", "H", "H", "H", "H", "H", "H", "H", "H", "H", "H", "H", "H", "H", "H", "H", "H", "H", "H"], "xyz": [[0.597, 0.261, -0.410], [-3.378, 3.132, 0.963], [-2.463, 2.400, -3.728], [-0.523, 0.824, -1.872], [-4.295, 3.872, -1.817], [0.965, -1.302, -1.762], [-0.978, 1.198, 0.505], [-2.150, -3.311, 1.527], [-0.642, -1.510, 0.523], [1.743, -2.514, -3.473], [0.868, -0.432, -3.899], [2.631, -0.219, 0.544], [3.063, 0.212, -0.720], [2.386, 1.334, -1.244], [-1.747, 1.892, -0.319], [-1.951, -1.565, -0.194], [-2.810, -2.741, 0.307], [1.173, -1.392, -3.040], [-0.894, -1.254, 1.980], [0.395, 2.442, 3.225], [1.676, 2.217, -0.350], [-0.005, -2.859, 0.416], [1.632, 1.990, 1.045], [-3.395, 3.159, -1.537], [-1.527, 1.694, -1.632], [-2.444, 2.420, -2.536], [-2.918, 2.809, -0.085], [-0.834, -3.925, 1.159], [0.445, 4.218, 1.405], [1.153, 3.023, 2.033], [-1.938, -2.231, 2.545], [1.895, 0.658, 1.421], [4.009, -0.585, -1.548], [2.126, 3.383, 2.413], [-1.043, -4.790, 0.534], [1.873, -2.713, -4.453], [2.049, -3.199, -2.803], [0.268, 0.324, -3.602], [1.043, -0.550, -4.886], [0.057, -1.365, 2.499], [-0.520, 3.941, 0.976], [-2.890, -3.546, -0.421], [1.233, 3.115, -0.763], [-1.599, -2.709, 3.462], [2.507, 1.615, -2.282], [-0.494, 1.896, 2.909], [0.087, -3.102, -0.637], [1.689, 0.332, 2.431], [4.027, -1.634, -1.258], [3.813, -0.480, -2.613], [-2.756, -4.032, 1.925], [-1.238, -0.230, 2.093], [5.010, -0.179, -1.367], [-3.810, -2.423, 0.595], [0.243, 4.957, 2.178], [-2.904, -1.762, 2.727], [2.949, -1.183, 0.922], [-2.463, -0.619, -0.037], [-0.366, -4.262, 2.083], [1.019, 1.804, 3.851], [1.047, 4.719, 0.648], [0.996, -2.802, 0.842], [0.058, 3.259, 3.861], [-1.747, -1.679, -1.259]], "lowdin_charge": [1.796, 0.216, 0.209, -0.172, 0.262, -0.187, -0.171, -0.074, -0.222, 0.241, 0.251, -0.106, -0.278, -0.097, -0.236, -0.100, -0.023, -0.544, -0.106, -0.030, -0.087, -0.111, -0.182, -0.185, -0.189, -0.230, -0.222, -0.029, -0.022, -0.328, -0.025, -0.110, 0.019, 0.182, 0.152, 0.149, 0.137, 0.107, 0.155, 0.132, 0.078, 0.152, 0.146, 0.154, 0.154, 0.073, 0.118, 0.129, 0.104, 0.098, 0.209, 0.112, 0.132, 0.155, 0.109, 0.154, 0.146, 0.128, 0.152, 0.089, 0.095, 0.129, 0.106, 0.136]}

Looking at energy relative to the best compared isomer or geometry (same formula, charge and spin) for the records above, in order, we have 0.000 1.659 2.900 0.277 eV.